Density functional theory data (wB97M-V/def2-TZVPD) for 8 unconnected molecules or ions with the total composition C26H42Cl6O15 in a non-equilibrium geometry.

XYZ file:
```
89
Properties=species:S:1:pos:R:3:forces:R:3:mulliken_charge:R:1
H -4.57952 -1.31144 -5.02446 0.031 0.532 0.249 0.34
C -2.83915 -5.19022 6.25107 -0.944 -2.053 1.924 0.58
Cl -4.53657 -0.48130 4.05994 -0.008 0.621 0.026 -0.21
C -2.43179 0.68024 -4.96653 1.296 -0.144 0.241 0.13
C -3.33934 -3.76775 3.16997 -0.825 -0.372 -0.172 -1.20
H -1.99925 4.54925 1.46405 0.287 -0.690 -0.454 0.17
C -3.59340 -3.16244 5.64925 0.656 1.608 0.568 -0.47
H -2.68668 -3.43690 2.36209 -0.094 0.190 0.252 0.13
C 3.10308 -2.68879 0.07225 -1.626 -0.475 -6.335 0.58
H -4.03344 1.04892 -6.17471 -0.584 -0.340 -0.215 0.25
C -1.31326 0.85640 -7.02368 0.350 0.479 -0.239 0.58
C 3.62057 -0.47735 -6.03053 0.002 1.572 3.066 -0.44
H 4.25926 4.01427 2.42595 -0.700 0.183 -0.844 0.34
H -2.20076 -0.01630 -4.16057 0.063 -0.387 -0.364 -0.12
H 2.08590 -0.63887 -3.44559 -0.005 -0.264 -0.255 0.27
Cl -3.58743 0.63172 0.64853 0.590 -0.657 0.094 -0.02
H -0.87729 0.55000 1.15460 -0.194 -0.637 0.212 0.09
C -3.32644 0.22413 -6.08540 -2.720 -0.179 -0.771 0.35
H -4.85051 -1.48528 -6.70466 0.594 0.499 -0.520 0.33
C -3.57456 0.95084 3.49863 -0.285 -0.888 -1.600 -0.17
H 4.55956 0.75024 3.89948 -0.030 -0.081 -0.129 0.25
H 0.79994 0.12504 1.25100 -0.039 -0.264 0.066 -0.25
C 2.71674 0.51406 -5.20201 1.044 0.520 0.601 0.27
O 2.35992 1.75770 2.76415 -1.360 0.400 0.474 -0.10
H -4.66272 -2.98305 5.53761 -0.085 -0.625 -0.674 0.32
O -1.21320 1.00979 -5.66597 0.775 0.267 -0.087 -0.23
O 2.34063 1.67658 -8.38126 1.256 -1.588 1.227 -0.55
H 2.47051 -2.30479 3.72565 -1.002 -0.241 -1.044 0.46
O 2.13266 1.32431 -6.19525 -0.680 -0.316 -0.214 -0.32
H 0.48261 0.81485 -0.99199 -0.400 0.136 0.230 0.44
H 3.28477 4.49745 3.83696 -0.078 0.658 -0.551 0.32
C 4.61652 1.70498 3.37669 1.307 -0.381 1.155 -1.53
O 3.60684 0.11861 -7.28094 0.558 -1.420 -1.832 -0.33
O 0.35301 2.49973 1.87652 2.722 0.136 0.522 -0.39
C 3.82970 -3.33241 2.05441 0.879 -1.566 1.085 -0.60
O -2.63267 -5.11023 4.96967 1.278 -0.365 -1.295 -0.39
O -2.53878 0.34639 -7.27657 0.186 -0.659 -0.411 -0.37
Cl -1.57730 -0.35759 -1.58357 0.981 0.199 0.398 -0.30
H 2.16820 -0.67745 2.97810 0.294 -0.037 0.339 0.02
C -4.11446 1.44915 2.11055 -0.330 0.749 0.828 -0.59
H -4.29623 -3.24596 3.15598 0.257 0.472 -0.161 0.28
Cl -2.43442 6.43898 0.22753 0.029 -0.032 -0.023 -0.21
H 3.03343 -3.77896 2.64994 -0.197 0.127 -0.176 0.27
H 3.16056 2.41970 4.66524 -0.933 0.022 -0.152 0.22
C 1.50855 2.69841 2.25409 -3.115 -2.450 -0.045 0.36
C -4.08466 -1.18895 -5.98789 1.798 1.141 1.022 -1.26
C -0.15424 -0.20146 0.83743 0.451 0.487 -0.003 0.32
H 0.76217 0.39605 -4.08428 0.463 0.574 0.070 0.12
H -2.58399 0.51194 3.37930 0.081 0.376 -0.111 0.01
O 3.65547 -3.68475 0.72499 0.074 -1.608 -1.298 -0.32
O -3.36838 -4.05177 6.70063 -0.112 -0.027 1.831 -0.38
O 2.67637 -2.76431 -1.14266 1.785 0.597 5.782 -0.63
C 0.01505 -0.11794 -0.67674 -0.691 -1.733 -0.060 -0.31
Cl -2.41126 3.34517 -1.39625 0.212 -0.183 0.302 -0.12
C 2.66823 1.04794 -7.39801 -1.740 2.709 -1.303 0.68
H 0.63263 -0.93859 -1.04175 0.071 0.055 0.036 0.16
C -1.42983 4.98889 0.64517 -0.342 0.997 -0.503 -0.30
H 5.41332 2.24049 3.89287 0.090 0.180 0.230 0.51
H 4.74761 -3.77423 2.44213 0.195 0.119 -0.238 0.34
C 1.66769 -0.15862 -4.33022 0.086 -0.075 -1.309 -1.09
C 3.32578 2.44844 3.58822 1.547 -1.215 -2.005 0.43
C 3.33291 3.83591 2.97200 -0.772 -0.278 1.852 -0.50
H 4.60272 -0.32379 -5.58342 0.291 -0.497 -0.387 0.30
H 3.32578 -1.50897 -5.83830 -0.254 -0.158 -1.185 0.35
O -2.71280 -6.19257 6.90602 0.247 0.910 -0.257 -0.58
H 4.81726 -1.44141 2.11881 -0.181 0.469 -0.669 0.25
H 3.49668 -1.25834 4.13060 0.530 1.391 -0.256 0.43
C 3.80870 -1.84594 2.03353 -1.556 -0.077 2.361 0.75
H -0.20980 3.62192 -0.30269 -0.454 -0.942 -0.300 -0.07
H -3.23908 -1.87239 -5.91031 -0.253 -0.570 -0.499 0.34
H -2.78746 1.57711 -4.45936 -0.097 0.092 -0.239 0.20
C 2.90758 -1.43731 3.23113 0.716 -0.269 0.643 -1.34
H -1.74988 -3.29520 4.47186 0.176 -0.091 0.667 0.17
H -3.20288 -2.18463 5.93115 0.067 0.011 0.102 0.29
H 5.04225 1.51716 2.39100 -0.826 0.293 -0.384 0.37
H -0.67305 4.88641 -1.36781 -0.232 0.180 0.115 0.43
H -0.50537 5.40171 1.04896 -0.006 -0.151 0.010 0.23
H -5.19474 1.41260 1.96998 -0.010 0.046 0.930 0.47
C -1.07542 4.20374 -0.61937 0.542 0.843 0.829 -0.09
H -3.64804 -4.78847 2.94425 0.284 -0.170 -0.013 0.41
H -3.82753 2.49138 1.97081 0.122 0.022 0.171 0.12
C -2.73123 -3.75867 4.57299 -0.900 0.362 -2.744 0.84
O 2.03773 3.86397 2.29706 2.209 2.938 -0.104 -0.34
H 3.42976 1.18695 -4.72565 -0.216 -0.007 0.780 0.39
H 1.34071 -0.83136 -5.12306 -0.644 -1.007 0.775 0.35
Cl -0.47639 -1.84335 1.66406 0.087 1.330 -1.107 -0.16
H -3.54140 1.71929 4.27095 -0.377 -0.080 -0.187 0.43
O -0.48398 1.15557 -7.85326 -1.616 -0.778 1.821 -0.53
O 3.13108 -1.59450 0.80928 -0.046 1.535 -0.161 -0.19
```
Forces are in eV/Å.

Summary:
SMILES string ... C[C@H]1COC(=O)O1.C[C@H]1COC(=O)O1.C[C@H]1COC(=O)O1.C[C@H]1COC(=O)O1.C[C@H]1COC(=O)O1.ClCCCl.ClCCCl.ClCCCl
Total energy ... -4905.60583 Ha
HOMO ... -10.133 eV
Frontier orbital gap ... 9.87 eV